No. 1
C3H6AuO3 | the ωB97M-V functional and the def2-TZVPD basis

Cartesian coordinates (Å):
C 0.91329 -1.23785 0.11535
C -0.40625 -0.86457 0.41641
O -0.52147 0.53115 0.17071
C -0.69796 1.23804 1.28268
O -1.88189 1.68263 0.88141
Au -1.56792 1.80752 -1.25133
H 1.02877 -2.28539 -0.17016
H 1.67190 -0.79497 0.76932
H -0.70833 -1.18411 1.41874
H -2.19087 -0.04322 0.98893
H 1.51834 1.14654 -0.90237
O 1.73842 -0.13235 -1.52582
H 1.10396 0.13660 -2.19389

Summary:
Energy relative to the best compared isomer or geometry (same formula, charge and spin) in kcal per mole: 153.3
<S²>: 3.77
Net charge: +2
LUMO level (alpha / beta) in eV: -11.36 / -13.12
Electronic energy in eV: -13006.3766
HOMO (alpha / beta) in Ha: -0.658 / -0.752
Spin multiplicity: 4

No. 2
C3H6AuO3 | the ωB97M-V functional and the def2-TZVPD basis

Cartesian coordinates (Å):
H 0.64400 0.31042 -1.11100
O -0.35029 0.94806 -0.77039
C -0.55303 0.16214 0.21597
O -1.59031 -0.47746 0.38918
Au -3.16391 -0.46493 -0.02804
O 0.63044 -0.57474 0.17558
C 1.80380 0.05708 0.77538
C 3.00560 -0.46997 0.03588
H 1.80003 -0.19946 1.83934
H 1.70357 1.14151 0.64483
H 2.96939 -1.56339 -0.04979
H 3.92562 -0.17993 0.55942
H 3.03099 -0.03658 -0.97283

Summary:
Energy relative to the best compared isomer or geometry (same formula, charge and spin) in kcal per mole: 81.7
<S²>: 3.77
Net charge: +2
LUMO level (alpha / beta) in eV: -12.13 / -16.41
Electronic energy in eV: -13009.4834
HOMO (alpha / beta) in Ha: -0.694 / -0.747
Spin multiplicity: 4

| no. | strongest force on any atom (eV Å⁻¹) |
| --- | --- |
| 1 | 6.661 |
| 2 | 17.663 |